Entry one
56
Properties=species:S:1:pos:R:3 method="wB97M-V/def2-TZVPD" homo_energy_ev="-11.37 / -11.37" total_charge=+1 multiplicity=5 homo_lumo_gap_ev="8.52 / 5.38"
N 3.263 -0.186 2.989
O -0.740 1.105 -3.455
C -1.286 -3.992 -3.113
C 0.126 1.603 -5.592
C 3.153 -0.821 1.716
C -5.358 2.601 -0.304
H 2.904 -1.872 1.833
H 1.251 -2.811 -0.169
N 4.103 0.882 3.117
C -4.844 1.497 0.365
Rh -1.385 -0.121 -1.643
H 1.157 -2.016 3.882
N 0.353 0.170 -0.324
H 1.335 -0.680 -3.736
C -4.714 3.060 -1.438
C 0.225 1.042 -4.215
H 2.941 1.805 0.882
H 0.697 2.269 -0.661
C 2.970 0.702 4.943
C 2.511 -0.326 4.119
H -0.856 2.029 -5.776
H 1.018 0.109 7.607
C 0.646 -2.179 0.482
C 1.046 1.357 -0.207
H 0.904 2.354 -5.738
H -5.084 3.911 -1.992
H 4.121 -0.729 1.229
C 1.456 0.012 6.623
C 2.444 0.883 6.224
F -0.478 -4.140 -4.164
H 1.784 0.740 -2.804
O -0.161 -1.940 -2.588
H 0.758 -2.529 1.510
S -2.960 -0.492 0.564
H -5.315 1.100 1.252
H -3.028 2.729 -2.764
C 1.509 -1.213 4.517
H 0.331 0.804 -6.310
C 2.155 1.151 0.543
H 2.314 0.595 -4.505
C 1.025 -0.748 0.346
C -3.693 0.889 -0.135
C -1.253 -2.538 -2.604
N 3.947 1.405 4.263
F -0.852 -4.798 -2.129
N 2.134 -0.186 0.884
C -3.560 2.402 -1.879
H 2.807 1.675 6.865
N -3.068 1.356 -1.247
F -2.511 -4.372 -3.458
C 0.997 -1.019 5.780
C 1.509 0.397 -3.802
H 0.221 -1.680 6.144
H -0.394 -2.305 0.193
O -2.323 -2.031 -2.177
H -6.252 3.089 0.059



Entry two
56
Properties=species:S:1:pos:R:3 method="wB97M-V/def2-TZVPD" homo_energy_ev="-11.41 / -11.41" total_charge=+1 multiplicity=5 homo_lumo_gap_ev="8.55 / 5.14"
C -1.704 1.263 -0.932
Rh 0.185 1.184 1.630
C -0.578 -3.907 -5.442
H 2.323 1.714 -2.348
H -0.695 0.734 6.254
O 2.051 -0.147 1.416
H 0.603 4.777 5.552
C -2.640 -2.897 -4.900
C -1.667 -0.753 -0.129
C -1.309 -1.937 0.685
C 2.162 1.268 -1.369
H -1.437 2.298 -1.030
N -0.344 2.432 3.382
H -0.621 -3.099 -2.125
F 4.380 -0.651 3.565
O 2.136 1.278 3.083
C 4.165 0.151 2.523
C -0.613 1.434 4.238
H -2.062 -2.104 1.456
C 3.828 2.821 -0.245
C -0.005 2.783 6.099
N -3.887 -2.353 -4.962
C 0.073 3.598 3.844
H 0.158 2.915 7.159
H 3.949 3.505 0.591
N -4.233 -1.932 -3.834
N -3.266 -2.156 -2.929
H -3.223 0.808 -2.473
F 4.692 -0.426 1.436
H 0.096 -4.359 -6.153
H 0.276 4.374 3.118
C -1.817 -3.483 -5.859
N -1.133 0.450 0.010
O 1.566 2.656 0.471
H 0.825 -4.120 -3.836
H -3.268 -2.690 -0.919
C -3.449 -1.814 -1.551
N -2.577 -0.737 -1.130
C -2.601 0.535 -1.647
H -1.237 -2.841 0.083
H 4.062 3.326 -1.180
C -0.960 -3.205 -3.144
C -2.210 -2.769 -3.554
S -1.052 -0.050 3.459
C -0.475 1.574 5.614
H -2.158 -3.593 -6.874
H -4.496 -1.503 -1.447
C 2.435 2.282 -0.303
F 4.841 1.286 2.729
C 2.650 0.451 2.330
H 4.529 1.994 -0.141
C 0.253 3.817 5.207
H 1.139 0.902 -1.279
H -0.350 -1.750 1.168
H 2.850 0.434 -1.257
C -0.158 -3.772 -4.111



Tell me which of them is the least stable. Sure, it is entry two.